1.
{
  "formula": "CH2FIS",
  "method": "wB97M-V/def2-TZVPD",
  "elements": ["F", "C", "S", "I", "H", "H"],
  "coordinates": [[0.934337, 0.893000, 1.522213], [0.930758, 0.953901, 0.231648], [-1.005860, 0.537837, 0.060730], [1.625227, 2.868037, -0.530236], [1.581500, 0.195921, -0.220339], [-1.951782, 1.121416, -0.808978]],
  "atomic_forces_ev_per_a": [[0.9573, -0.0103, 2.3015], [-1.8947, 0.7719, -2.7164], [-0.2023, -0.3982, -0.0826], [-0.2808, -0.5067, 0.2236], [-0.5488, 0.0646, 0.0419], [1.9694, 0.0787, 0.2319]],
  "mulliken_charge": [-0.160, -0.119, -0.265, 0.062, 0.326, 0.156],
  "total_charge": 0,
  "e_above_lowest_kcal_mol": 28.9,
  "energy_ev": -22721.0473,
  "smiles": "F[C@@H](S)I",
  "fmax_ev_per_a": 3.40
}

=====

2.
{
  "formula": "C3H12NO",
  "method": "wB97M-V/def2-TZVPD",
  "elements": ["C", "O", "H", "H", "H", "H", "C", "N", "C", "H", "H", "H", "H", "H", "H", "H", "H"],
  "coordinates": [[1.393563, 0.549379, 1.862090], [1.768986, 0.272036, 0.495819], [1.393686, 1.614916, 2.053452], [2.089536, 0.034772, 2.522141], [0.407683, 0.156340, 2.054729], [2.320448, 0.987820, 0.159525], [-1.789704, 0.338195, 0.012220], [-0.671124, 0.056038, -0.929532], [-0.803175, -1.304196, -1.575744], [-1.433376, 1.086565, 0.714902], [-1.969950, -0.565397, 0.591022], [-2.674853, 0.654439, -0.531181], [-0.673202, 0.701227, -1.716892], [0.243660, 0.050329, -0.447420], [-1.725883, -1.354629, -2.150831], [0.015393, -1.431810, -2.278883], [-0.819113, -2.047098, -0.788088]],
  "atomic_forces_ev_per_a": [[0.7090, -0.1459, -0.0789], [-0.6487, 0.1087, -0.2259], [0.0263, 0.1788, 0.1239], [0.0082, 0.1525, 0.0979], [-0.3453, -0.1763, -0.0923], [0.1047, -0.1351, 0.1690], [0.5207, 0.0525, 0.4446], [-0.6366, -1.3697, -0.9052], [-0.1989, 0.2827, -0.2008], [-0.2882, 0.2863, -0.1329], [-0.1705, -0.0326, -0.1550], [0.0358, -0.0242, 0.0562], [0.2576, 0.4533, 0.3677], [0.3781, 0.5478, 0.1505], [-0.1077, 0.1161, 0.1871], [0.1750, -0.1455, 0.2372], [0.1806, -0.1491, -0.0430]],
  "mulliken_charge": [-0.552, -0.617, 0.291, 0.258, 0.246, 0.330, -0.900, -0.065, -0.900, 0.354, 0.374, 0.350, 0.354, 0.357, 0.387, 0.357, 0.374],
  "total_charge": 1,
  "e_above_lowest_kcal_mol": 23.5,
  "energy_ev": -6836.3963,
  "fmax_ev_per_a": 1.76
}

=====

3.
{
  "formula": "C11H36O8",
  "method": "wB97M-V/def2-TZVPD",
  "elements": ["C", "C", "C", "O", "H", "H", "H", "H", "H", "H", "H", "H", "C", "C", "C", "O", "H", "H", "H", "H", "H", "H", "H", "H", "C", "C", "C", "O", "H", "H", "H", "H", "H", "H", "H", "H", "O", "C", "C", "O", "H", "H", "H", "H", "H", "H", "O", "H", "H", "O", "H", "H", "O", "H", "H"],
  "coordinates": [[-0.750540, 6.057715, -1.126044], [-0.234438, 4.713910, -1.625549], [-0.407660, 3.662636, -0.534399], [-0.921398, 4.341283, -2.805067], [-1.421387, 6.000741, -0.266453], [-1.239285, 6.607589, -1.929529], [0.077431, 6.656426, -0.736079], [0.828887, 4.796314, -1.879448], [-1.453167, 3.344383, -0.422111], [-0.097475, 4.005067, 0.453113], [0.043921, 2.692112, -0.771814], [-0.776584, 3.412698, -3.008756], [3.734287, -2.748159, -0.810781], [3.347081, -2.362267, -2.255142], [2.098069, -3.103792, -2.689515], [3.091474, -0.943627, -2.231522], [4.089834, -3.777007, -0.735277], [2.888331, -2.533791, -0.163125], [4.588461, -2.122682, -0.536469], [4.167111, -2.539048, -2.954214], [2.275710, -4.176001, -2.601074], [1.897188, -2.880393, -3.737153], [1.250968, -2.850776, -2.054491], [3.872085, -0.502383, -1.886439], [-2.993616, -2.246568, 1.602122], [-3.945434, -2.450988, 0.415425], [-3.272666, -3.221746, -0.702265], [-5.068831, -3.221899, 0.852103], [-3.537298, -1.913724, 2.493154], [-2.286551, -1.434082, 1.411719], [-2.427660, -3.140641, 1.860041], [-4.245860, -1.466302, 0.047393], [-2.717515, -4.112812, -0.398139], [-2.557831, -2.581694, -1.220784], [-4.025375, -3.610783, -1.390991], [-5.523039, -2.693798, 1.517128], [-1.128312, 1.303028, 2.029882], [-0.379526, 1.111496, 3.220849], [0.304109, -0.220377, 3.331504], [1.482990, -0.373097, 2.525405], [-1.788288, 1.984304, 2.176318], [0.305515, 1.935303, 3.453886], [-1.077971, 1.135623, 4.066756], [-0.406513, -1.015178, 3.070192], [0.617257, -0.397210, 4.365768], [1.986497, -1.136476, 2.820047], [3.332546, 1.531135, 1.525142], [2.675122, 0.915957, 1.909621], [3.908805, 1.774549, 2.257044], [-0.158196, -0.524507, 0.120404], [-0.538440, 0.220453, 0.627147], [0.607110, -0.804407, 0.637627], [0.378912, -0.198906, -2.697350], [1.318669, -0.404306, -2.834533], [0.212489, -0.493294, -1.785279]],
  "atomic_forces_ev_per_a": [[0.2653, 0.4703, 0.0752], [0.0560, -0.5193, 0.6481], [-0.4828, -1.0096, 0.0380], [-0.5572, 0.2925, -0.2692], [-0.3131, -0.3826, -0.2672], [0.0548, 0.0249, 0.0197], [0.0784, 0.0300, -0.2805], [0.0169, 0.0918, 0.1578], [-0.1938, 0.6433, -0.1661], [0.3506, 0.0036, -0.1106], [0.5796, 0.3220, 0.0202], [0.1719, -0.0691, 0.1441], [0.6861, 0.2106, -0.9912], [-0.0458, 0.1639, 1.2327], [0.4568, 0.1251, -0.2916], [-0.2456, -0.4161, -0.4373], [-0.3302, -0.0826, 0.0639], [0.0121, -0.1494, 0.1620], [-0.1013, 0.0319, 0.2955], [0.0642, -0.2359, 0.0304], [0.0412, -0.0251, -0.0299], [-0.3442, 0.0170, 0.0851], [-0.0676, 0.1369, -0.1186], [-0.0113, 0.1020, 0.0186], [0.0469, 0.7668, 0.1103], [0.8175, -0.7062, 0.7638], [-0.0205, -0.1981, -0.4310], [-0.1186, 0.2899, -0.1880], [-0.1711, -0.1771, -0.0376], [0.1032, -0.1878, -0.2697], [-0.1317, -0.1413, -0.0934], [-0.2553, -0.0439, -0.0769], [-0.0723, 0.1537, 0.5334], [-0.1235, 0.0281, -0.1301], [0.0043, 0.3691, -0.1733], [-0.0614, -0.1503, 0.0061], [0.5074, -0.2956, -0.0610], [-0.3357, 0.5468, 1.0707], [0.1508, -1.0547, 0.0286], [-0.1412, 0.4634, -0.3485], [0.0283, 0.0720, -0.0550], [0.2070, -0.0269, -0.5666], [-0.0235, -0.2119, 0.0240], [-0.0100, 0.1371, -0.0372], [-0.3138, 0.3371, 0.0713], [-0.0932, -0.0742, 0.1075], [-0.1925, -0.2559, 0.2369], [0.3156, 0.3654, -0.2229], [-0.0509, -0.0076, -0.0727], [-0.1895, 0.0023, 0.1643], [0.2044, -0.3057, -0.3303], [-0.0292, 0.2062, -0.0224], [0.1244, -0.2020, -0.0483], [-0.2981, 0.2065, 0.1493], [-0.0189, 0.3190, -0.1307]],
  "mulliken_charge": [-1.221, 0.611, -1.416, -0.595, 0.296, 0.355, 0.304, 0.207, 0.345, 0.388, 0.433, 0.310, -1.182, 0.586, -1.240, -0.543, 0.381, 0.141, 0.414, 0.242, 0.403, 0.335, 0.202, 0.264, -0.818, 0.510, -1.314, -0.559, 0.382, 0.094, 0.277, 0.208, 0.342, 0.315, 0.348, 0.321, -0.469, -0.430, -0.394, -0.486, 0.243, 0.336, 0.374, 0.195, 0.430, 0.230, -0.656, 0.384, 0.294, -0.670, 0.161, 0.264, -0.648, 0.336, 0.381],
  "total_charge": 0,
  "e_above_lowest_kcal_mol": 0.0,
  "energy_ev": -28370.1581,
  "smiles": "CC(C)O.CC(C)O.CC(C)O.OCCO.O.O.O",
  "fmax_ev_per_a": 1.32
}

=====

4.
{
  "formula": "C36H59AuN6P",
  "method": "wB97M-V/def2-TZVPD",
  "elements": ["Au", "C", "C", "C", "C", "N", "C", "C", "C", "C", "C", "C", "N", "H", "H", "H", "H", "H", "H", "H", "H", "C", "N", "C", "C", "N", "N", "C", "C", "H", "H", "H", "H", "H", "H", "H", "H", "H", "H", "H", "H", "H", "C", "C", "C", "C", "C", "C", "P", "C", "C", "C", "C", "C", "C", "C", "C", "C", "C", "C", "C", "H", "H", "H", "H", "H", "H", "H", "H", "H", "H", "H", "H", "H", "H", "H", "H", "H", "H", "H", "H", "H", "H", "H", "H", "H", "H", "H", "H", "H", "H", "H", "H", "H", "C", "C", "C", "N", "H", "H", "H", "H", "H"],
  "coordinates": [[1.297487, 0.203277, -0.348098], [5.349475, -1.385374, -0.045660], [6.124313, -0.283684, -0.375761], [5.506099, 0.926278, -0.659187], [4.128122, 1.002718, -0.598949], [3.388694, -0.075032, -0.284612], [3.976970, -1.245492, -0.013710], [3.341693, 2.215173, -0.922884], [3.927334, 3.462120, -1.006667], [3.172777, 4.556946, -1.398833], [1.845019, 4.357777, -1.726040], [1.306689, 3.093721, -1.591682], [2.012283, 2.033705, -1.167376], [5.797772, -2.343769, 0.177189], [7.202602, -0.364024, -0.421739], [6.095820, 1.785558, -0.944876], [3.324471, -2.066105, 0.244662], [4.974731, 3.582464, -0.768122], [3.622093, 5.539531, -1.465128], [1.220166, 5.164373, -2.084829], [0.283632, 2.923020, -1.866315], [2.578352, 1.241683, 2.626775], [1.599202, 0.372083, 3.262156], [0.972527, 0.932352, 4.468784], [1.140960, -0.759981, 2.693833], [1.098313, -0.941862, 1.357067], [0.782951, -1.770309, 3.498255], [0.069159, -2.948998, 3.018743], [1.390466, -1.948478, 4.829804], [3.206892, 1.673811, 3.404533], [2.115539, 2.067088, 2.075175], [3.216059, 0.661399, 1.968705], [0.679001, 1.961810, 4.258725], [1.660966, 0.932687, 5.312938], [0.083690, 0.366839, 4.729519], [0.863345, -1.890635, 1.103793], [-0.611037, -2.694565, 2.213424], [-0.521864, -3.354557, 3.837343], [0.765487, -3.724432, 2.685284], [2.230044, -1.272751, 4.950659], [1.754788, -2.972345, 4.897633], [0.666181, -1.780590, 5.625531], [-4.110041, -2.535335, 0.767811], [-3.207331, -3.039110, -0.371180], [-1.881419, -2.257820, -0.449397], [-2.138925, -0.807912, -0.017782], [-2.452651, -0.767924, 1.496580], [-3.273535, -2.003634, 1.925471], [-1.018197, 0.513069, -0.561097], [-1.220007, 0.767115, -2.365368], [-0.410928, -0.193404, -3.265796], [-0.845976, -0.016794, -4.718821], [-2.321625, -0.426898, -4.917888], [-3.102185, -0.421976, -3.600252], [-2.733117, 0.801595, -2.768267], [-1.457642, 2.067118, 0.293345], [-2.940378, 2.489677, 0.092332], [-3.318310, 3.595659, 1.096293], [-2.120923, 4.490385, 1.399832], [-1.017685, 3.694069, 2.123443], [-1.070049, 2.196439, 1.773864], [-4.768541, -3.332482, 1.107795], [-4.769890, -1.741065, 0.406302], [-3.732107, -2.955845, -1.324432], [-2.982217, -4.097914, -0.232973], [-1.458970, -2.331936, -1.448108], [-1.151766, -2.687986, 0.242438], [-3.032689, -0.476753, -0.561257], [-3.012647, 0.134545, 1.734501], [-1.518017, -0.710867, 2.058461], [-3.910748, -1.731859, 2.766117], [-2.614121, -2.796061, 2.287094], [-0.797269, 1.756432, -2.536786], [-0.553128, -1.231818, -2.968523], [0.656750, 0.015247, -3.163400], [-0.197592, -0.615690, -5.356862], [-0.686951, 1.022664, -5.017968], [-2.381683, -1.412230, -5.378650], [-2.800926, 0.263460, -5.611666], [-2.909983, -1.335562, -3.026349], [-4.173257, -0.410552, -3.799894], [-3.389628, 0.890609, -1.907099], [-2.900253, 1.706824, -3.356290], [-0.843056, 2.800742, -0.227710], [-3.612974, 1.638488, 0.210575], [-3.074596, 2.862565, -0.923088], [-3.695530, 3.154507, 2.021780], [-4.138649, 4.179581, 0.681153], [-2.427393, 5.337554, 2.010699], [-1.741507, 4.917192, 0.465784], [-1.133050, 3.809952, 3.202381], [-0.033172, 4.100150, 1.868716], [-1.812953, 1.697375, 2.394013], [-0.119683, 1.714061, 1.978946], [1.641131, -4.821446, -3.353458], [1.265224, -4.623646, -1.878560], [1.213655, -3.195680, -1.517812], [1.142197, -2.066268, -1.315116], [1.676483, -5.888618, -3.560917], [2.618417, -4.395660, -3.573695], [0.901951, -4.367472, -4.011296], [1.979258, -5.110316, -1.212447], [0.281507, -5.041938, -1.655628]],
  "atomic_forces_ev_per_a": [[-0.1367, 1.0690, 1.0408], [0.0654, -0.0337, 0.0051], [0.0207, 0.0034, -0.0007], [0.0891, 0.0311, 0.0152], [-0.3319, -0.0092, -0.0904], [0.4072, -0.2317, -0.0821], [-0.0076, 0.2089, 0.0379], [-0.0446, -0.2299, -0.0202], [0.0507, 0.0818, -0.0476], [0.0362, 0.0358, 0.0027], [-0.0318, 0.0353, -0.0392], [0.1610, -0.1266, -0.0191], [0.1991, 0.2429, -0.3861], [0.0062, 0.0261, -0.0049], [-0.0130, -0.0006, 0.0007], [0.0019, -0.0261, 0.0168], [-0.0305, 0.0007, -0.0175], [-0.0301, -0.0082, -0.0092], [-0.0046, -0.0236, -0.0027], [0.0113, -0.0160, 0.0170], [-0.0454, 0.0182, 0.0946], [-0.0456, -0.0990, -0.0023], [-0.1715, 0.2978, 0.0024], [0.0778, -0.0747, -0.0794], [0.1940, -0.0807, -0.5327], [-0.2172, -0.6132, 0.3206], [-0.1157, -0.0769, 0.2753], [0.0897, 0.0373, 0.0223], [-0.0199, 0.0208, -0.1332], [-0.0174, -0.0020, 0.0331], [-0.0425, -0.0020, -0.0283], [0.0024, 0.0189, 0.0356], [0.0011, 0.0074, -0.0008], [0.0163, 0.0061, 0.0060], [-0.0303, -0.0102, 0.0052], [0.1004, -0.0304, 0.0498], [0.0138, 0.0299, 0.0150], [0.0070, 0.0033, 0.0135], [0.0125, 0.0045, 0.0030], [0.0195, -0.0218, 0.0206], [0.0036, -0.0088, 0.0196], [-0.0252, 0.0024, -0.0147], [0.0116, 0.0222, -0.0546], [0.0003, 0.0454, 0.0528], [-0.0587, 0.0558, 0.0741], [-0.0745, -0.1517, 0.2211], [-0.0212, -0.0788, -0.0937], [0.0118, 0.0568, -0.0508], [0.1654, 0.1428, -0.0161], [-0.2137, -0.0927, -0.0588], [-0.0702, 0.0448, 0.0313], [-0.0810, -0.0341, 0.0215], [0.0363, 0.0049, 0.0341], [-0.0005, 0.0555, -0.0390], [0.1584, -0.0312, -0.1180], [-0.1602, 0.0232, -0.0038], [0.0690, 0.0634, 0.0401], [0.0209, -0.0031, -0.0375], [-0.0161, -0.0475, 0.0268], [0.0298, 0.0056, 0.0192], [-0.1427, 0.0444, -0.0593], [0.0056, -0.0157, -0.0098], [0.0021, 0.0024, 0.0008], [-0.0088, -0.0095, -0.0009], [0.0022, 0.0018, 0.0017], [-0.0132, 0.0179, -0.0156], [0.0275, -0.0293, -0.1045], [-0.0686, -0.0319, 0.0434], [-0.0554, -0.0006, -0.0428], [-0.0091, 0.0069, 0.0774], [0.0157, -0.0027, 0.0206], [-0.0733, -0.0142, -0.0293], [-0.1746, 0.0387, -0.0364], [-0.0273, 0.0295, 0.0089], [0.0209, -0.0091, -0.0019], [0.0146, 0.0190, -0.0335], [-0.0291, 0.0179, 0.0276], [-0.0048, -0.0234, 0.0168], [0.0100, 0.0000, -0.0340], [0.0075, 0.0231, -0.0176], [-0.0139, -0.0149, -0.0039], [-0.0225, 0.0289, -0.0010], [-0.0018, -0.0261, -0.0346], [0.0672, 0.0961, -0.1105], [-0.0212, 0.0032, 0.0189], [0.0183, 0.0030, -0.0257], [0.0284, -0.0024, 0.0093], [-0.0174, -0.0142, 0.0086], [0.0104, 0.0108, -0.0081], [-0.0014, -0.0191, -0.0061], [0.0271, -0.0283, 0.0012], [-0.0294, -0.0070, 0.0084], [0.0041, 0.0057, -0.0013], [0.2018, -0.0680, 0.0261], [-0.0186, -0.0105, 0.0405], [0.0104, 0.3274, 0.0980], [-0.0017, -0.2868, -0.3383], [0.2230, -0.5788, -0.0643], [-0.0004, 0.0127, -0.0195], [-0.0073, -0.0088, 0.0131], [0.0055, -0.0056, 0.0091], [0.0230, -0.0068, -0.0085], [-0.0151, -0.0137, -0.0132]],
  "mulliken_charge": [1.781, -0.906, -0.722, -0.930, 0.737, 0.104, -0.219, 0.798, -1.061, -0.786, -1.547, 0.056, 0.307, 0.502, 0.487, 0.469, 0.419, 0.475, 0.484, 0.546, 0.712, -0.827, 0.029, -1.304, 0.309, -0.043, 0.151, -0.699, -1.252, 0.453, 0.092, 0.403, 0.463, 0.375, 0.384, -0.270, -0.277, 0.385, 0.368, 0.440, 0.430, 0.379, -0.773, -1.081, -0.854, 0.338, -0.360, -0.878, -0.431, 1.449, -0.189, -0.962, -0.959, -0.598, -1.100, 1.077, -0.937, -0.880, -0.814, -0.901, 0.363, 0.553, 0.287, 0.302, 0.524, -0.027, 0.309, 1.163, 0.552, -0.312, 0.545, 0.177, 0.423, -0.046, 0.220, 0.462, 0.391, 0.379, 0.374, -0.144, 0.567, 0.445, 0.457, 0.101, 0.140, 0.530, 0.357, 0.527, 0.521, 0.263, 0.602, 0.292, 0.523, -1.474, -1.224, -0.617, 0.246, -0.382, 0.386, 0.358, 0.365, 0.369, 0.313],
  "total_charge": 3,
  "e_above_lowest_kcal_mol": 4.7,
  "energy_ev": -60188.2188,
  "fmax_ev_per_a": 1.50
}